No. 1
The following is a quantum chemistry calculation of a structure of composition C28H20AuF2N2O2S2 in a non-equilibrium geometry, from the OMol25 dataset.

As for the energy relative to the best compared isomer or geometry (same formula, charge and spin): 0.306 eV. The charge is +1.

Element x y z (Å)
Au 0.96759 1.16222 0.76119
F 2.59337 -3.30625 3.09439
C 1.93839 -2.14813 3.20301
C 1.88727 -1.31072 2.10082
C 1.19916 -0.12425 2.23886
C 0.54939 0.23828 3.43421
C 0.66333 -0.64951 4.50065
F 0.06651 -0.35935 5.66554
C 1.34894 -1.84193 4.41309
C -0.23758 1.47716 3.41439
C -0.90898 2.07048 4.47735
C -1.60631 3.24700 4.26394
C -1.62836 3.82619 3.00463
C -0.94549 3.19936 1.98384
N -0.28216 2.06183 2.19367
H 2.37746 -1.58519 1.17786
H 1.41088 -2.51169 5.25801
H -0.87537 1.61651 5.45333
H -2.13005 3.71489 5.08663
H -2.16281 4.74432 2.81096
H -0.90670 3.58780 0.97457
O 0.62318 2.53137 -0.76688
N 1.71952 2.94987 -1.43463
C 1.46013 3.77618 -2.47545
C 2.47527 4.28407 -3.23121
C 3.78816 3.92478 -2.91017
C 4.02202 3.07664 -1.86190
C 2.96460 2.56039 -1.09112
S 3.27391 1.50596 0.24152
H 0.41035 3.97063 -2.62711
H 2.24763 4.94088 -4.05663
H 4.61657 4.30856 -3.48914
H 5.02435 2.77363 -1.59516
O 0.56204 -0.60487 -0.84029
S -0.92814 -0.88666 -0.78448
C -1.50075 -0.93834 -2.46827
C -2.78551 -0.49725 -2.73663
C -3.25272 -0.54951 -4.04340
C -2.42800 -1.01872 -5.05354
C -1.13219 -1.43925 -4.77059
C -0.66018 -1.40372 -3.47039
C -1.06846 -2.60974 -0.33940
C 0.04617 -3.42890 -0.41732
C -0.07757 -4.75913 -0.04484
C -1.29934 -5.24845 0.39746
C -2.40468 -4.41208 0.47643
C -2.29181 -3.07897 0.11389
H -3.41304 -0.11647 -1.93996
H -4.25557 -0.21517 -4.27172
H -2.79182 -1.05325 -6.07172
H -0.49365 -1.79805 -5.56646
H 0.34676 -1.71876 -3.22839
H 0.98986 -3.02228 -0.75609
H 0.78171 -5.41407 -0.09797
H -1.38920 -6.28631 0.68870
H -3.35215 -4.79635 0.82902
H -3.14593 -2.41564 0.18292

Charges computed using Mulliken, reported in e:
1. Au 0.865
2. F -0.326
3. C 0.466
4. C -0.385
5. C 0.694
6. C -0.911
7. C 0.481
8. F -0.320
9. C -0.911
10. C 0.865
11. C -0.862
12. C -0.305
13. C -0.842
14. C -0.037
15. N -0.229
16. H 0.522
17. H 0.519
18. H 0.544
19. H 0.449
20. H 0.421
21. H 0.490
22. O -0.857
23. N 0.433
24. C -0.252
25. C -0.731
26. C -0.166
27. C -0.831
28. C 0.821
29. S -0.474
30. H 0.446
31. H 0.422
32. H 0.406
33. H 0.415
34. O -0.484
35. S 0.246
36. C 0.392
37. C -0.213
38. C -0.595
39. C -0.431
40. C -0.689
41. C -0.293
42. C 0.662
43. C -0.249
44. C -0.705
45. C -0.457
46. C -0.601
47. C -0.394
48. H 0.425
49. H 0.403
50. H 0.397
51. H 0.402
52. H 0.383
53. H 0.346
54. H 0.413
55. H 0.411
56. H 0.405
57. H 0.406

=====

No. 2
The following is a quantum chemistry calculation of a structure of composition C28H20BrN3OSn, from the OMol25 dataset.

Element x y z (Å)
Sn -0.43709 1.10076 0.38874
Br 3.84628 6.51640 -1.90988
C 2.91596 4.86869 -1.78183
C 1.82634 4.62483 -2.61821
C 1.11789 3.44623 -2.50225
C 1.43295 2.48820 -1.51461
O 0.72270 1.38437 -1.37914
C 2.57856 2.74293 -0.71478
C 3.03853 1.72404 0.22677
N 2.23063 0.85699 0.66422
C 2.54502 -0.23562 1.45904
C 3.52646 -0.31311 2.40896
C 3.68815 -1.48380 3.18605
C 2.89051 -2.57221 2.98073
C 1.88395 -2.53302 1.98035
C 1.06675 -3.64324 1.66348
C 0.12700 -3.53256 0.68340
C -0.04651 -2.28177 0.04868
N 0.67653 -1.22528 0.32145
C 1.67891 -1.34929 1.24972
C 3.30856 3.92629 -0.86556
H 1.53540 5.36347 -3.35404
H 0.26239 3.24237 -3.13385
H 4.11475 1.69007 0.44774
H 4.17360 0.53929 2.58145
H 4.45709 -1.51060 3.94820
H 3.00591 -3.47041 3.57533
H 1.21294 -4.57746 2.19319
H -0.48483 -4.37430 0.38715
H -0.82280 -2.15243 -0.69722
H 4.16572 4.10991 -0.22713
N -2.07259 -0.60526 1.52651
C -2.85731 -1.62325 0.89158
C -3.17125 -2.75677 1.63946
C -4.07583 -3.69439 1.18261
C -4.70205 -3.46470 -0.03365
C -4.33257 -2.37430 -0.80055
C -3.34858 -1.45041 -0.41022
C -2.94314 -0.34956 -1.36650
C -3.41319 -0.45318 -2.68577
C -3.30149 0.58616 -3.59253
C -2.68026 1.76546 -3.21036
C -2.06297 1.80395 -1.97098
C -2.14686 0.76947 -1.03431
H -2.66864 0.20603 1.67404
H -1.77075 -0.92168 2.44101
H -2.70554 -2.88256 2.61268
H -4.32285 -4.55775 1.78667
H -5.48043 -4.12886 -0.38706
H -4.84041 -2.23434 -1.74209
H -3.86752 -1.36916 -3.03441
H -3.69556 0.46931 -4.59444
H -2.62843 2.61295 -3.88356
H -1.47765 2.68719 -1.72657

Charges computed using Mulliken, reported in e:
1. Sn 0.424
2. Br -0.224
3. C -0.076
4. C -0.575
5. C -0.360
6. C 0.157
7. O -0.757
8. C 0.130
9. C 0.049
10. N 0.175
11. C -0.305
12. C -0.412
13. C -0.811
14. C -0.862
15. C 1.262
16. C -0.802
17. C -0.783
18. C -0.650
19. N 0.160
20. C 0.316
21. C -0.719
22. H 0.415
23. H 0.521
24. H 0.360
25. H 0.429
26. H 0.384
27. H 0.393
28. H 0.420
29. H 0.459
30. H 0.896
31. H 0.448
32. N -0.313
33. C 0.966
34. C -0.595
35. C -0.766
36. C -0.807
37. C -1.141
38. C 0.311
39. C 1.653
40. C -0.800
41. C -0.839
42. C -0.897
43. C -0.672
44. C 0.038
45. H 0.339
46. H 0.215
47. H 0.333
48. H 0.414
49. H 0.406
50. H 0.326
51. H 0.314
52. H 0.373
53. H 0.416
54. H 0.666

=====

No. 3
The following is a quantum chemistry calculation of a structure of composition C28H20Cl4IrN6O6S2 in a non-equilibrium geometry, from the OMol25 dataset.

As for the energy relative to the best compared isomer or geometry (same formula, charge and spin): 4.606 eV. Its expectation value of S² is 8.79. The multiplicity is 6.

Element x y z (Å)
Ir 0.52372 -0.14058 0.74582
N 2.20166 -6.47503 3.46285
C 1.33783 -5.41872 3.43697
C -0.04676 -5.63085 3.49158
C -0.92007 -4.56544 3.41938
C -0.41647 -3.28163 3.32244
C 0.94663 -3.04982 3.24597
C 1.82440 -4.10987 3.30449
S -1.50360 -1.87381 3.20897
O -1.07259 -0.87256 4.14210
O -2.87949 -2.27699 3.26802
N -1.10876 -1.30283 1.70852
C -1.37739 -1.99271 0.61073
N -2.00117 -3.16734 0.59156
C -2.14601 -3.76253 -0.57504
C -1.67758 -3.21888 -1.76255
C -1.05935 -1.97657 -1.66682
N -0.92905 -1.36751 -0.51179
H 1.86634 -7.38078 3.73755
H 3.18206 -6.29072 3.57517
H -0.42349 -6.63811 3.58451
H -1.98950 -4.69968 3.44545
H 1.31051 -2.03695 3.14628
H 2.88443 -3.92778 3.22441
H -2.66129 -4.71488 -0.54943
H -1.77381 -3.72914 -2.70528
H -0.66464 -1.46013 -2.53157
Cl 5.59578 5.31331 -0.85699
C 4.36820 4.12379 -0.82663
C 3.33683 4.15834 -1.77205
Cl 3.31194 5.40987 -2.94117
C 2.34586 3.19894 -1.74035
Cl 1.04277 3.24993 -2.84930
C 2.31353 2.13542 -0.77967
O 1.37863 1.28146 -0.84723
C 3.38351 2.13684 0.17932
O 3.53546 1.23778 1.19749
C 4.36834 3.12315 0.13779
Cl 5.60609 3.07714 1.32192
C 7.57627 1.69191 -2.11734
C 6.54046 0.79339 -1.52604
C 5.35842 0.50201 -2.19871
C 4.36474 -0.24578 -1.58423
C 4.59008 -0.73233 -0.31215
C 5.77617 -0.48653 0.35893
C 6.75161 0.27333 -0.25039
S 3.26160 -1.27263 0.73841
O 2.12534 -1.84428 0.02272
O 3.79070 -2.08826 1.79472
N 2.66701 0.16472 1.29186
C 0.35385 1.31180 2.45308
C 0.79321 1.99711 3.57511
C 0.24048 3.24739 3.80250
C -0.69847 3.76514 2.91966
C -1.05766 3.02186 1.80813
N -0.51053 1.82979 1.61635
H 7.29371 2.02722 -3.10992
H 8.53523 1.18097 -2.17507
H 7.70359 2.56063 -1.47369
H 5.20307 0.88777 -3.19619
H 3.41547 -0.43318 -2.06038
H 5.88361 -0.86568 1.36206
H 7.66966 0.50111 0.27148
H 1.51999 1.56022 4.23812
H 0.54459 3.81966 4.66621
H -1.15203 4.72652 3.10700
H -1.77097 3.37356 1.07644

Charges computed using Mulliken, reported in e:
1. Ir 2.839
2. N -0.490
3. C 1.198
4. C -0.768
5. C -0.289
6. C -0.439
7. C -0.331
8. C -1.015
9. S 1.191
10. O -0.740
11. O -0.707
12. N -0.569
13. C 0.719
14. N -0.426
15. C -0.192
16. C -0.804
17. C -0.097
18. N -0.408
19. H 0.197
20. H 0.205
21. H 0.289
22. H 0.500
23. H 0.598
24. H 0.286
25. H 0.419
26. H 0.398
27. H 0.472
28. Cl -0.147
29. C 0.466
30. C 0.114
31. Cl -0.175
32. C 0.399
33. Cl -0.162
34. C -0.231
35. O -0.852
36. C 0.276
37. O -0.198
38. C 0.389
39. Cl -0.108
40. C -1.590
41. C 1.182
42. C -0.625
43. C -0.622
44. C -0.405
45. C -0.630
46. C -0.617
47. S 1.585
48. O -0.725
49. O -0.695
50. N -0.972
51. C 0.988
52. C -1.565
53. C -0.218
54. C -0.643
55. C -0.470
56. N -0.479
57. H 0.373
58. H 0.399
59. H 0.315
60. H 0.395
61. H 0.502
62. H 0.420
63. H 0.444
64. H 0.512
65. H 0.444
66. H 0.422
67. H 0.470

=====

E: -67225.60902 -111752.11684 -125177.34633 (eV)